No. 1
Entry from OMol25: a 2-piece molecular cluster, C2H8O2 overall (wB97M-V/def2-TZVPD).

Last column: Mulliken charge in e.
Cartesian coordinates (Å):
O 12.060 -3.521 6.120  -0.482
C 13.226 -2.783 6.512  -0.508
H 11.542 -3.591 6.950  0.302
H 13.670 -3.064 7.482  0.256
H 13.118 -1.686 6.479  0.235
H 13.913 -3.094 5.707  0.200
O 8.589 -2.457 6.538  -0.474
C 7.753 -1.394 6.303  -0.529
H 9.110 -2.527 5.712  0.326
H 7.486 -0.891 7.247  0.207
H 6.824 -1.674 5.779  0.220
H 8.313 -0.684 5.671  0.248

total charge	0
E_HOMO	-10.316	eV
gap between HOMO and LUMO	11.187	eV
ΔE to the lowest compared entry with this formula, charge and spin	91.8	kJ/mol
SMILES string	CO.CO
LUMO level	0.03202	Eh



No. 2
Entry from OMol25: a 2-piece molecular cluster, C4H16NSi2 overall (wB97M-V/def2-TZVPD).

Last column: Mulliken charge in e.
Cartesian coordinates (Å):
C 2.519 -1.517 -0.670  -1.291
C 2.037 1.066 -0.631  -1.174
C 1.446 -0.300 -0.758  0.165
C -0.680 0.528 0.106  -0.611
N 0.328 -0.432 0.233  -0.184
Si -3.911 -0.574 -0.363  0.290
Si -1.259 1.188 1.734  0.263
H 3.329 -1.380 0.038  0.334
H 2.001 -2.390 -0.454  0.478
H 2.933 -1.646 -1.701  0.352
H 2.838 1.167 0.131  0.327
H 1.178 1.594 -0.349  0.468
H 2.288 1.566 -1.648  0.323
H 0.767 -0.404 -1.661  0.342
H -1.112 0.616 -0.881  0.477
H 0.091 -1.433 0.218  0.351
H 0.872 -0.166 1.114  0.367
H -3.755 0.177 -1.690  0.004
H -4.909 -0.225 0.698  0.025
H -2.813 -1.485 0.034  -0.033
H -0.283 2.038 2.423  -0.109
H -2.485 1.926 1.421  -0.087
H -1.418 0.088 2.656  -0.076

total charge	+1
E_HOMO (spin up / spin down)	-10.735 / -13.224	eV
gap between HOMO and LUMO (spin up / spin down)	5.343 / 9.126	eV
ΔE to the lowest compared entry with this formula, charge and spin	387.9	kJ/mol
LUMO level (spin up / spin down)	-0.19816 / -0.15060	Eh



No. 3
Entry from OMol25: C52H28F9N7ORe as an isolated structure (wB97M-V/def2-TZVPD).

Last column: Mulliken spin population.
Cartesian coordinates (Å):
Re -0.106 0.024 -0.095  2.353
C 4.539 -2.980 -5.479  0.001
C 3.326 -2.480 -5.932  0.000
C 2.444 -1.884 -5.045  0.003
C 2.770 -1.769 -3.694  -0.003
C 3.995 -2.261 -3.248  0.005
C 4.868 -2.869 -4.136  -0.001
C 1.834 -1.117 -2.744  0.002
C 0.555 -1.658 -2.591  0.038
C 0.190 -2.921 -3.153  0.005
C -1.030 -3.238 -2.666  0.003
C -1.441 -2.166 -1.810  0.080
N -0.466 -1.188 -1.797  0.014
C -2.612 -2.214 -1.054  -0.045
C -2.969 -1.238 -0.119  0.022
C -4.282 -1.072 0.431  -0.001
C -4.270 0.075 1.154  0.017
C -2.961 0.634 1.032  -0.032
C -2.646 1.935 1.410  0.039
C -3.598 2.632 2.315  0.006
C -3.766 2.169 3.618  0.004
C -4.602 2.843 4.495  -0.001
C -5.290 3.971 4.074  0.001
C -5.151 4.419 2.767  0.000
C -4.305 3.755 1.893  0.003
C -1.510 2.629 0.996  0.001
N -0.474 2.149 0.222  0.003
C 0.531 3.088 0.302  0.033
C 1.844 2.952 -0.152  -0.009
C 2.823 4.033 0.125  0.000
C 2.637 5.337 -0.328  0.004
C 3.576 6.317 -0.048  -0.001
C 4.715 6.009 0.683  0.002
C 4.910 4.713 1.135  -0.001
C 3.973 3.731 0.855  0.004
C 2.304 1.849 -0.864  0.023
C 3.505 1.846 -1.644  0.007
C 3.493 0.715 -2.390  -0.002
C 2.293 0.004 -2.063  0.000
N 1.609 0.694 -1.095  0.067
C 0.076 4.211 1.061  -0.002
C -1.179 3.935 1.477  -0.001
N -2.170 -0.208 0.297  0.072
C -3.558 -3.341 -1.254  -0.008
C -4.087 -3.638 -2.510  0.003
C -4.988 -4.680 -2.667  0.000
C -5.376 -5.438 -1.573  0.001
C -4.856 -5.153 -0.319  -0.001
C -3.951 -4.116 -0.161  0.002
H 5.225 -3.451 -6.171  0.000
H 3.069 -2.551 -6.981  0.000
H 1.498 -1.492 -5.398  -0.001
H 4.245 -2.194 -2.196  0.000
H 5.812 -3.260 -3.778  0.000
H 0.815 -3.524 -3.787  0.001
H -1.580 -4.148 -2.825  0.000
H -5.118 -1.719 0.235  0.003
H -5.094 0.544 1.665  0.003
H -3.220 1.294 3.951  0.002
H -4.714 2.486 5.511  0.000
H -5.932 4.503 4.764  0.000
H -5.703 5.285 2.427  0.000
H -4.191 4.100 0.873  0.000
H 1.764 5.579 -0.922  0.000
H 3.420 7.328 -0.403  0.000
H 5.447 6.778 0.894  0.000
H 5.789 4.461 1.713  0.000
H 4.117 2.721 1.220  0.000
H 4.220 2.651 -1.673  0.003
H 4.202 0.414 -3.142  0.003
H 0.660 5.082 1.299  0.001
H -1.804 4.536 2.113  0.001
H -3.813 -3.029 -3.362  -0.001
H -5.390 -4.898 -3.648  0.000
H -6.083 -6.248 -1.697  0.000
H -5.155 -5.741 0.539  0.000
H -3.523 -3.914 0.813  0.000
N 0.251 0.350 1.814  -0.018
C 0.313 0.705 2.924  0.129
C 0.391 1.144 4.213  0.044
C -0.216 0.438 5.279  -0.001
N -0.742 -0.120 6.138  0.023
C 1.052 2.381 4.429  0.002
N 1.604 3.382 4.579  0.022
F 3.766 -2.399 2.329  0.000
C 3.074 -1.824 1.335  0.002
F 3.847 -1.844 0.234  0.001
F 2.896 -0.532 1.652  0.001
C 1.707 -2.527 1.040  -0.012
O 1.037 -1.897 0.061  0.061
C 1.999 -3.965 0.497  0.002
F 0.845 -4.637 0.346  0.000
F 2.573 -3.902 -0.713  0.000
F 2.809 -4.687 1.286  0.000
C 0.874 -2.654 2.388  0.011
F -0.409 -2.333 2.156  0.008
F 0.880 -3.884 2.917  0.000
F 1.319 -1.825 3.349  0.000

multiplicity	4
total charge	0
<S²>	3.77
E_HOMO (spin up / spin down)	-7.344 / -7.712	eV
gap between HOMO and LUMO (spin up / spin down)	5.418 / 5.579	eV
LUMO level (spin up / spin down)	-0.07078 / -0.07839	Eh



No. 4
Entry from OMol25: C38H32AsIrN8O7SSi as an isolated structure (wB97M-V/def2-TZVPD).

Last column: Mulliken charge in e.
Cartesian coordinates (Å):
Ir 0.450 0.283 -0.063  0.593
O 2.169 3.019 -2.184  -0.651
As 0.476 3.174 -1.627  1.222
O 0.141 4.767 -1.639  -0.833
O 0.446 2.331 -0.170  -0.702
C -0.336 2.157 -3.080  -0.533
C 0.287 2.225 -4.318  -0.421
C -0.268 1.592 -5.423  -0.749
C -1.454 0.886 -5.312  -0.755
C -2.099 0.811 -4.087  -0.325
C -1.529 1.441 -2.991  0.449
S -2.438 1.421 -1.493  1.334
O -2.253 2.644 -0.799  -0.579
O -3.776 0.948 -1.759  -0.643
O -1.793 0.204 -0.669  -0.343
H 2.520 3.919 -2.166  0.305
H 1.215 2.771 -4.407  0.563
H 0.229 1.663 -6.382  0.392
H -1.890 0.404 -6.177  0.439
H -3.042 0.293 -3.978  0.587
C 5.584 -0.441 1.731  -1.328
N 4.399 0.116 1.095  0.811
C 3.261 -0.493 0.749  0.066
N 2.376 0.415 0.370  -0.112
C 3.044 1.604 0.533  -0.447
N 4.264 1.453 0.979  -0.971
C 5.471 -0.382 3.237  0.925
C 6.196 0.529 3.992  -0.720
C 6.000 0.613 5.367  -0.649
C 5.056 -0.183 5.994  -0.880
C 4.318 -1.084 5.235  0.032
C 4.543 -1.193 3.870  -0.029
C 3.218 -1.855 5.819  0.586
N 2.758 -1.892 7.020  -0.500
N 1.603 -2.687 6.968  -0.518
C 1.482 -3.057 5.745  0.518
O 2.471 -2.581 4.958  -0.196
C 0.417 -3.797 5.064  0.284
C -0.778 -4.105 5.707  -0.948
C -1.802 -4.694 4.983  -0.726
C -1.645 -4.961 3.626  -0.765
C -0.442 -4.682 2.992  0.681
C -0.242 -4.966 1.528  -0.865
N 0.179 -3.780 0.782  1.090
C 0.124 -2.487 1.111  -0.218
N 0.556 -1.758 0.093  -0.395
C 0.899 -2.685 -0.843  -0.333
N 0.686 -3.923 -0.462  -1.262
C 0.589 -4.115 3.726  -0.052
H 6.434 0.142 1.386  0.437
H 5.690 -1.469 1.383  0.377
H 3.119 -1.560 0.747  0.459
H 2.592 2.550 0.316  0.569
H 6.905 1.187 3.505  0.402
H 6.571 1.327 5.946  0.399
H 4.870 -0.104 7.056  0.510
H 3.958 -1.897 3.292  0.474
H -0.898 -3.857 6.753  0.518
H -2.738 -4.932 5.471  0.434
H -2.465 -5.389 3.061  0.433
H -1.165 -5.342 1.085  0.355
H 0.532 -5.716 1.368  0.349
H -0.237 -2.100 2.047  0.588
H 1.311 -2.426 -1.805  0.567
H 1.533 -3.891 3.246  0.481
C -3.747 -2.959 -4.486  -0.553
C -2.462 -2.744 -4.009  -0.665
C -2.276 -2.205 -2.744  -0.408
C -3.370 -1.872 -1.941  0.800
C -4.655 -2.105 -2.429  -0.509
C -4.844 -2.646 -3.692  -0.604
Si -2.974 -1.070 -0.320  0.766
C -4.213 -0.573 0.959  0.690
C -4.073 -1.220 2.193  -0.588
C -4.884 -0.896 3.271  -0.636
C -5.851 0.087 3.131  -0.464
C -6.012 0.733 1.913  -0.748
C -5.205 0.406 0.834  -0.235
H -3.897 -3.363 -5.479  0.392
H -1.603 -2.977 -4.626  0.467
H -1.267 -2.029 -2.383  0.174
H -5.519 -1.851 -1.824  0.393
H -5.847 -2.817 -4.062  0.405
H -2.081 -1.999 0.372  -0.460
H -3.315 -1.987 2.316  0.362
H -4.753 -1.405 4.217  0.428
H -6.475 0.358 3.974  0.381
H -6.765 1.502 1.802  0.391
H -5.340 0.919 -0.107  0.447

total charge	0
E_HOMO	-6.681	eV
gap between HOMO and LUMO	6.286	eV
ΔE to the lowest compared entry with this formula, charge and spin	164.4	kJ/mol
LUMO level	-0.01453	Eh



Per-record largest force on an atom, Eh/bohr: 0.0417; 0.0882; 0.0327; 0.0139